Formula: C23H22BrN6O2ReS
Source: OMol25
Level of theory: ωB97M-V with the def2-TZVPD basis set

Values from the calculation:
charge: +3
multiplicity: 4
F_max: 1.229 eV/Å
expectation value of S²: 3.773
Kohn-Sham gap (spin up / spin down): 6.45 / 5.24 eV

Positions of all 56 atoms, in Å:
Re 0.18221 -0.15424 0.20466
N -0.12337 -1.84642 -1.22743
C 0.44935 -1.51337 -2.57265
C 1.00847 -0.08702 -2.60709
O 1.29596 0.44668 -3.62223
O 1.12867 0.46369 -1.38280
H 0.32121 -2.68846 -0.86939
H -1.10654 -2.09091 -1.32367
H -0.29745 -1.60199 -3.35747
H 1.27150 -2.18476 -2.81444
Br 3.31369 3.14805 6.24846
C 2.40747 2.71613 4.66378
C 1.05120 2.99832 4.54936
C 0.38621 2.67830 3.37902
C 1.07390 2.06750 2.33230
C 2.43205 1.79366 2.44630
C 3.10086 2.12899 3.61000
N 0.35096 1.74943 1.13010
C -0.32756 2.67899 0.55304
C -1.25299 2.34458 -0.51733
C -1.92284 3.30678 -1.24351
C -2.80542 2.90360 -2.24340
C -3.00039 1.55034 -2.45389
C -2.29460 0.63721 -1.68185
N -1.43126 1.01572 -0.73588
H 0.52286 3.47246 5.36509
H -0.67370 2.88986 3.28112
H 2.98174 1.38506 1.60924
H 4.16585 1.96134 3.69532
H -0.23247 3.71270 0.87548
H -1.75178 4.35592 -1.03701
H -3.33276 3.63622 -2.84052
H -3.68674 1.19014 -3.20853
H -2.44485 -0.42491 -1.82631
C 4.04781 -3.28816 2.27762
N 2.81993 -2.81565 2.93052
C 2.37979 -3.23078 4.16944
C 1.21638 -2.60934 4.41504
N 0.93948 -1.79499 3.31054
C 1.94024 -1.96129 2.40676
S 2.18946 -1.23227 0.87302
C -0.25952 -1.03740 3.22946
C -0.86399 -0.68528 4.42540
C -2.14527 -0.16530 4.42546
C -2.81087 -0.03762 3.21398
C -2.11494 -0.31373 2.06437
N -0.82955 -0.75869 2.03556
H 4.73719 -3.63042 3.04336
H 4.50990 -2.47933 1.71826
H 3.82031 -4.11458 1.60645
H 2.92290 -3.94089 4.77069
H 0.56000 -2.71194 5.25923
H -0.33224 -0.81845 5.35565
H -2.62009 0.11606 5.35692
H -3.83823 0.29481 3.15852
H -2.58501 -0.16845 1.10280

Atomic forces in eV per Å
0.6 0.0 -1.0
-0.2 0.2 0.4
0.2 0.3 0.0
-0.3 -0.7 -0.5
0.1 0.2 0.2
0.0 0.1 1.0
0.0 0.0 0.0
0.0 -0.1 -0.1
0.0 -0.1 0.0
0.0 -0.1 0.0
-0.1 0.0 -0.1
0.1 0.1 0.2
0.0 0.0 0.0
-0.1 -0.1 -0.1
0.1 0.0 0.3
0.0 0.0 -0.2
0.0 0.0 0.0
-0.1 -0.1 -0.3
0.1 0.1 0.1
-0.1 0.0 -0.1
0.0 0.1 0.0
0.0 0.0 0.0
0.0 0.0 0.0
0.0 0.0 0.0
0.1 -0.1 0.1
0.0 0.0 0.0
0.0 0.0 0.0
0.0 0.0 0.0
0.0 0.0 0.0
0.0 0.0 0.1
0.0 0.0 0.0
0.0 0.0 0.0
0.0 0.0 0.0
0.0 0.0 0.0
0.1 -0.1 -0.1
0.0 0.0 -0.1
0.0 0.0 0.1
0.0 0.0 0.0
-0.1 0.0 -0.1
-0.1 0.0 0.2
-0.3 0.3 -0.3
-0.1 0.0 0.0
0.0 0.0 0.1
0.0 0.0 0.0
0.0 0.0 0.0
0.0 0.0 0.0
-0.1 -0.1 0.2
0.0 0.0 0.0
0.0 0.0 0.0
-0.1 0.0 0.0
0.0 0.0 0.0
0.0 0.0 -0.1
0.0 0.0 0.0
0.0 0.0 0.0
0.0 0.0 0.0
0.0 0.0 0.0